{"formula": "C32H84N4O15", "method": "the ωB97M-V functional and the def2-TZVPD basis", "homo_lumo_gap_ev": [1.37, 8.87], "homo_ev": [0.837, -6.689], "multiplicity": 2, "charge": -1, "symbols": ["C", "C", "O", "C", "O", "O", "C", "H", "H", "H", "H", "H", "H", "H", "H", "C", "O", "C", "C", "N", "C", "C", "O", "C", "H", "H", "H", "H", "H", "H", "H", "H", "H", "H", "H", "H", "H", "H", "H", "C", "O", "C", "C", "N", "C", "C", "O", "C", "H", "H", "H", "H", "H", "H", "H", "H", "H", "H", "H", "H", "H", "H", "H", "C", "O", "C", "C", "N", "C", "C", "O", "C", "H", "H", "H", "H", "H", "H", "H", "H", "H", "H", "H", "H", "H", "H", "H", "C", "O", "C", "C", "N", "C", "C", "O", "C", "H", "H", "H", "H", "H", "H", "H", "H", "H", "H", "H", "H", "H", "H", "H", "C", "O", "H", "H", "H", "H", "C", "O", "H", "H", "H", "H", "C", "O", "H", "H", "H", "H", "C", "O", "H", "H", "H", "H"], "coordinates": [[18.11109, 14.67353, 16.14301], [18.14387, 13.22110, 16.55132], [17.53693, 12.33074, 15.49889], [17.34258, 11.06259, 15.72568], [17.26791, 10.45064, 16.82927], [17.34354, 10.46618, 14.50744], [17.54540, 9.07922, 14.47777], [18.47331, 14.77352, 15.11984], [18.77275, 15.37472, 16.65156], [17.13989, 15.13774, 16.31446], [17.88405, 13.08968, 17.60171], [19.22678, 13.09757, 16.56430], [17.96702, 8.83704, 13.50222], [16.61498, 8.51171, 14.49644], [18.19024, 8.83899, 15.32308], [16.57570, 2.48883, 12.23544], [15.42518, 3.24856, 11.86438], [14.93762, 4.01717, 12.99899], [13.55507, 4.58611, 12.42788], [13.71624, 5.95458, 12.06347], [13.42513, 6.83774, 13.26635], [13.67487, 8.40756, 13.03027], [14.96587, 8.49984, 12.54820], [15.44922, 9.77389, 12.16506], [17.05580, 2.15616, 11.31514], [16.33622, 1.72403, 12.97424], [17.35211, 3.20670, 12.49992], [15.61863, 4.66589, 13.54989], [14.76612, 3.19705, 13.69620], [12.79359, 4.31963, 13.16084], [13.32812, 3.89537, 11.61580], [14.63426, 6.10836, 11.67141], [13.95442, 6.44195, 14.13313], [12.35382, 6.74124, 13.44267], [13.75045, 8.86484, 14.01682], [12.94127, 8.80631, 12.32962], [16.48433, 9.80576, 11.82502], [15.21011, 10.43016, 13.00186], [14.76080, 10.21491, 11.44416], [11.16449, 15.30501, 16.61214], [10.20397, 15.09901, 17.63391], [10.12692, 16.20160, 18.57494], [8.62935, 16.20150, 19.16543], [7.54906, 16.87363, 18.38512], [6.95452, 16.11850, 17.26640], [5.80196, 16.89505, 16.55774], [4.77555, 17.19783, 17.47559], [3.83393, 16.19602, 17.70415], [10.94780, 16.18201, 16.00222], [11.14144, 14.45497, 15.93024], [12.19497, 15.28991, 16.96708], [10.46066, 17.17334, 18.21102], [10.82607, 15.95249, 19.37321], [8.73375, 16.76902, 20.09017], [8.39558, 15.16637, 19.41434], [6.72706, 16.97487, 18.96319], [6.74410, 15.11416, 17.63398], [7.70015, 15.96608, 16.48607], [5.47325, 16.25035, 15.74263], [6.16003, 17.82797, 16.12237], [4.30107, 15.26014, 18.01076], [3.19195, 16.02605, 16.83981], [3.24588, 16.61065, 18.52291], [14.13092, 15.51376, 18.86879], [13.78567, 14.33090, 19.54693], [14.43732, 13.14141, 19.16850], [14.17302, 12.57491, 17.74130], [12.73623, 12.29771, 17.50772], [12.68996, 11.30457, 16.44523], [11.39789, 11.21604, 15.64649], [11.13431, 12.24958, 14.67341], [11.94317, 12.14327, 13.51223], [14.97435, 15.90787, 19.43572], [13.29542, 16.21378, 18.86518], [14.35185, 15.36365, 17.81202], [14.20022, 12.37950, 19.91105], [15.52211, 13.23532, 19.21853], [14.84053, 11.71408, 17.70259], [14.69646, 13.25853, 17.07288], [12.18245, 13.12099, 17.31891], [12.78918, 10.32769, 16.91847], [13.50034, 11.31477, 15.71634], [10.54347, 11.17703, 16.32217], [11.43575, 10.25594, 15.13184], [12.34636, 11.18816, 13.17565], [12.81426, 12.79604, 13.56900], [11.30278, 12.38777, 12.66475], [15.56703, 14.11767, 13.42650], [15.42005, 15.27778, 14.24550], [14.11651, 15.48838, 14.74798], [13.92078, 16.95333, 15.03919], [14.84628, 17.52642, 15.91056], [14.28204, 18.83125, 16.30789], [14.97304, 19.53813, 17.47210], [14.56636, 20.83296, 17.71060], [15.27424, 21.38381, 18.74050], [14.78605, 13.94764, 12.68537], [15.60648, 13.30182, 14.14825], [16.51936, 14.32738, 12.93947], [14.01531, 14.89915, 15.65938], [13.33224, 15.14426, 14.07375], [12.90401, 17.31084, 15.20191], [14.11787, 17.43398, 14.08095], [15.77787, 17.68008, 15.55194], [13.20309, 18.77669, 16.45276], [14.40848, 19.57379, 15.52002], [16.01772, 19.63349, 17.17602], [14.95608, 18.75786, 18.23301], [16.32321, 21.10815, 18.63196], [14.91745, 21.00034, 19.69640], [15.16369, 22.46588, 18.66974], [10.29609, 11.01409, 9.63809], [9.79291, 12.04784, 10.48828], [10.82065, 10.35100, 10.32602], [9.40839, 10.56380, 9.19389], [11.00148, 11.39861, 8.90144], [9.52854, 11.60685, 11.29898], [9.47044, 8.68051, 17.67374], [9.90460, 8.15215, 16.35728], [9.37037, 7.98645, 18.50822], [10.19646, 9.36889, 18.10633], [8.46233, 9.07498, 17.54644], [9.14547, 7.88638, 15.83317], [8.05092, 11.77878, 13.94230], [9.07143, 11.12862, 13.22801], [7.11314, 11.26005, 13.74329], [8.28013, 11.68392, 15.00370], [7.95550, 12.86233, 13.87229], [9.92366, 11.34205, 13.61499], [11.20379, 12.06005, 20.58460], [10.91235, 12.12872, 22.05818], [12.00287, 12.76034, 20.34141], [11.45155, 11.05360, 20.24731], [10.31258, 12.41076, 20.06415], [10.52637, 11.30647, 22.36889]], "forces_ev_per_angstrom": [[-1.2, 0.7, -0.6], [1.6, 0.3, 0.0], [0.5, 2.6, 1.6], [0.5, -3.2, 2.5], [0.2, 2.2, -3.5], [-0.4, 1.3, 0.7], [-0.1, -0.9, 0.1], [-0.6, -0.1, -0.3], [0.4, -0.8, 0.8], [-0.2, -0.1, -0.7], [-1.0, -0.6, -0.4], [0.1, -1.3, -0.3], [0.4, 0.2, 0.2], [-0.1, 0.2, 0.4], [0.0, -0.5, -0.3], [0.2, 1.6, -1.3], [1.2, 0.6, 0.5], [-2.1, -2.5, -1.0], [2.3, -1.4, 1.2], [-1.6, 1.8, 0.8], [0.0, 0.8, -1.8], [0.6, -2.6, 0.7], [2.4, -0.7, -1.6], [-2.3, 0.5, 0.7], [-0.6, -0.9, -0.1], [0.3, 0.0, 0.0], [0.1, -0.1, 1.2], [0.3, 0.6, -0.8], [-0.5, 0.1, 0.7], [-0.2, 1.0, 0.2], [0.1, 0.4, -0.4], [0.0, 0.2, 0.2], [0.2, 0.4, 0.3], [0.0, -0.1, 0.2], [-1.1, 0.4, 0.2], [-0.2, 0.2, 0.2], [-0.2, -0.4, 0.3], [1.0, 0.4, 0.5], [0.2, -0.2, -0.9], [-0.2, -0.7, -0.2], [0.2, 1.2, -0.2], [-1.8, -1.4, 0.3], [1.1, 0.8, -0.8], [0.2, -0.2, -0.5], [1.2, 0.6, -0.6], [0.9, -1.2, 1.1], [0.3, 0.8, -0.4], [-0.1, 0.2, 0.4], [0.1, 0.3, 0.2], [-0.4, -0.2, 0.0], [0.1, 0.6, 0.4], [-0.4, 0.0, -0.6], [-0.1, 0.0, 0.4], [-0.2, -0.1, 0.1], [0.0, -0.2, 0.0], [0.3, 0.5, 0.8], [-0.8, -0.3, -0.3], [0.3, 0.0, 0.0], [-0.4, 0.0, -0.2], [0.1, 0.0, 0.3], [0.0, -0.2, 0.0], [-0.1, -0.1, -0.2], [-0.3, -0.4, 0.0], [0.3, -0.3, 0.1], [-1.1, -0.6, -0.1], [0.4, -0.6, -0.7], [-0.3, 1.4, 2.1], [1.8, -0.5, -0.5], [-1.2, -0.4, -0.4], [0.0, -0.2, 0.3], [0.6, -1.0, 0.4], [0.2, 0.7, -0.9], [0.3, 0.6, -0.5], [-0.1, 0.0, 0.4], [0.4, -0.1, 0.0], [-0.4, 0.1, 0.0], [0.4, 0.4, 0.1], [-0.6, -0.6, -0.1], [-0.5, 0.4, -0.8], [0.2, 0.1, -0.1], [0.0, -0.3, 0.1], [0.5, 0.6, -0.1], [-0.1, 0.2, -0.1], [-0.2, -0.1, -0.1], [-0.2, -0.8, 1.0], [-0.1, 0.3, 0.0], [0.1, 0.7, -0.1], [0.5, 0.6, 1.2], [-0.7, 0.8, -0.8], [-0.2, -0.4, 0.8], [0.1, -0.2, -3.3], [0.0, 1.8, 3.6], [0.4, 1.6, -0.4], [1.2, -2.3, -1.2], [-1.9, -0.5, -0.9], [0.5, 0.6, 0.7], [-0.2, 0.3, 0.0], [0.2, -0.6, -0.6], [0.0, -0.7, -0.1], [-0.1, -0.2, 0.3], [0.0, 0.0, -0.4], [0.0, -0.8, 0.7], [-0.2, 0.0, -0.9], [-0.1, -0.4, -0.4], [0.1, -0.3, 0.4], [-0.3, 0.0, -0.8], [0.6, -0.4, 0.0], [-0.2, 0.7, 1.3], [0.4, 0.2, 0.2], [0.0, 0.2, 0.3], [0.0, 0.0, 0.3], [-0.5, 0.3, 1.2], [0.4, 0.7, -0.5], [0.1, -0.7, -0.6], [0.4, -0.5, -0.4], [-0.2, 0.2, 0.0], [-0.4, 0.0, 0.5], [-0.4, -0.6, -1.0], [0.4, 0.5, 2.0], [0.1, -1.0, -0.5], [0.0, 0.5, -0.9], [0.2, 0.7, 0.1], [-0.3, 0.1, 0.2], [0.1, -0.3, 1.5], [-0.2, -0.1, -1.3], [0.0, 0.2, -0.1], [-0.3, -0.4, 0.3], [0.1, 0.1, -1.0], [-0.1, 0.3, 0.5], [-0.8, 0.3, 1.5], [0.8, 0.2, -1.6], [0.0, -0.2, 0.4], [0.1, 0.0, 0.2], [0.0, -0.1, -0.1], [0.0, -0.1, -0.4]], "mulliken_charge": [-1.152, -0.525, -0.172, 0.776, -0.519, 0.040, -0.985, 0.287, 0.521, 0.052, 0.275, 0.395, 0.261, 0.110, 0.473, -0.831, -0.276, -0.606, -0.774, -0.371, -0.994, 0.980, -0.239, -0.708, 0.291, 0.289, 0.327, 0.379, 0.468, 0.340, 0.365, 0.281, 0.417, 0.268, -0.180, 0.016, 0.336, -0.118, 0.398, -0.644, -0.132, -0.628, -1.037, -0.394, -0.236, -0.701, -0.284, -0.760, 0.731, 0.033, -0.004, 0.440, 0.281, 0.455, 0.372, 0.270, 0.304, 0.113, 0.370, 0.354, 0.313, 0.289, 0.245, -0.328, -0.240, -1.638, 0.782, 1.208, -1.127, -0.350, -0.450, -0.742, 0.432, 0.057, -0.041, 0.393, 0.349, 0.394, -0.297, -0.417, 0.218, -0.051, 0.124, 0.609, 0.247, 0.061, 0.559, -0.945, -0.207, 0.846, -1.572, 0.147, -0.734, -0.562, -0.276, -0.739, 0.435, 0.147, 0.304, -0.569, 0.267, 0.572, 0.474, 0.234, 0.342, 0.294, 0.270, 0.357, 0.321, 0.274, 0.261, -0.533, -0.384, -0.007, 0.291, 0.268, 0.323, -0.996, -0.205, 0.440, -0.048, 0.414, 0.224, -1.019, -0.242, 0.396, 0.125, 0.228, 0.447, -0.060, -0.470, -0.140, 0.151, 0.174, 0.287]}